Record 1
# C31H27GeI2N3O2V

C31H27GeI2N3O2V as an isolated structure at a distorted geometry (ωB97M-V/def2-TZVPD, the Open Molecules 2025 dataset).

Calculated values
Net charge   +2
Highest occupied orbital energy (alpha / beta)   -13.536 / -12.805 eV
Largest force on an atom   1.3 eV/Å
2S+1   2
LUMO (alpha / beta)   -6.03 / -6.10 eV
Kohn-Sham gap (alpha / beta)   7.5 / 6.7 eV
⟨S²⟩   1.00

Geometry (Å):
1 V 1.571 0.570 -0.230
2 I -3.210 1.025 1.982
3 C -2.565 0.337 0.144
4 C -3.520 -0.287 -0.704
5 C -3.160 -0.863 -1.885
6 I -4.634 -1.696 -3.079
7 C -1.784 -0.910 -2.261
8 C -1.281 -1.536 -3.424
9 C 0.063 -1.552 -3.670
10 C 0.929 -0.958 -2.746
11 N 0.503 -0.365 -1.644
12 C -0.850 -0.313 -1.401
13 C -1.260 0.391 -0.236
14 O -0.247 1.043 0.484
15 H -4.556 -0.293 -0.393
16 H -1.971 -2.004 -4.114
17 H 0.467 -2.020 -4.556
18 H 2.002 -0.970 -2.902
19 N 2.377 -1.008 0.474
20 C 2.869 -1.993 0.874
21 N 3.380 -3.094 1.289
22 C 2.784 -4.414 0.962
23 C 3.804 -5.215 0.176
24 O 5.018 -5.306 0.891
25 C 5.613 -4.041 1.091
26 C 4.715 -3.159 1.935
27 H 1.866 -4.255 0.399
28 H 2.548 -4.910 1.904
29 H 3.975 -4.757 -0.806
30 H 3.441 -6.231 0.030
31 H 5.817 -3.560 0.125
32 H 6.557 -4.209 1.604
33 H 5.105 -2.148 2.028
34 H 4.576 -3.588 2.928
35 C -1.151 3.906 1.765
36 Ge 0.118 2.990 0.687
37 C 0.262 3.660 -1.088
38 C 0.912 4.893 -1.199
39 C 1.129 5.455 -2.450
40 C 0.702 4.791 -3.592
41 C 0.041 3.575 -3.489
42 C -0.180 3.009 -2.239
43 C 1.787 2.561 1.607
44 C 1.745 2.569 2.989
45 C 2.824 2.106 3.761
46 C 3.921 1.559 3.152
47 C 4.009 1.504 1.747
48 C 5.107 0.865 1.094
49 C 5.148 0.754 -0.260
50 C 4.156 1.390 -1.057
51 C 3.125 2.095 -0.471
52 C 2.974 2.071 0.970
53 H -0.785 4.935 1.827
54 H -1.239 3.488 2.763
55 H -2.121 3.908 1.275
56 H 1.259 5.427 -0.319
57 H 1.629 6.411 -2.532
58 H 0.870 5.231 -4.566
59 H -0.318 3.076 -4.380
60 H -0.734 2.083 -2.176
61 H 0.867 2.935 3.506
62 H 2.768 2.153 4.840
63 H 4.733 1.158 3.747
64 H 5.908 0.459 1.701
65 H 5.973 0.248 -0.743
66 H 4.277 1.429 -2.132
67 H 2.563 2.810 -1.062

Record 2
# C31H27N2O4PPtS3

C31H27N2O4PPtS3 as an isolated structure (ωB97M-V/def2-TZVPD, the Open Molecules 2025 dataset).

Calculated values
Highest occupied orbital energy   -7.469 eV
Largest force on an atom   0.6 eV/Å
2S+1   1
LUMO   -0.20 eV
Kohn-Sham gap   7.3 eV

Geometry (Å):
1 Pt 0.673 0.404 0.071
2 O -0.811 -0.160 2.831
3 N -1.034 0.661 1.748
4 C -2.256 0.957 1.582
5 C -2.681 1.938 0.570
6 C -3.730 2.760 0.988
7 C -4.173 3.814 0.211
8 C -3.567 4.054 -1.009
9 C -2.554 3.221 -1.453
10 C -2.104 2.141 -0.693
11 P -0.850 1.014 -1.416
12 C -0.252 1.863 -2.897
13 C -1.022 1.921 -4.062
14 C -0.553 2.600 -5.173
15 C 0.690 3.224 -5.126
16 C 1.454 3.167 -3.974
17 C 0.989 2.486 -2.855
18 C -1.844 -0.374 -2.055
19 C -3.037 -0.764 -1.458
20 C -3.709 -1.893 -1.901
21 C -3.200 -2.637 -2.954
22 C -2.020 -2.245 -3.570
23 C -1.348 -1.118 -3.123
24 H 0.159 -0.103 2.929
25 H -2.996 0.583 2.288
26 H -4.179 2.580 1.956
27 H -4.973 4.449 0.565
28 H -3.884 4.884 -1.625
29 H -2.106 3.417 -2.415
30 H -1.987 1.431 -4.102
31 H -1.150 2.642 -6.073
32 H 1.057 3.753 -5.995
33 H 2.423 3.646 -3.932
34 H 1.602 2.429 -1.963
35 H -3.455 -0.190 -0.643
36 H -4.635 -2.187 -1.426
37 H -3.726 -3.516 -3.302
38 H -1.622 -2.814 -4.399
39 H -0.433 -0.815 -3.615
40 N 0.342 -1.715 -0.121
41 S 1.162 -2.274 -1.391
42 C 2.909 -2.073 -1.215
43 C 3.555 -1.460 -2.276
44 C 4.914 -1.204 -2.183
45 C 5.597 -1.543 -1.028
46 C 4.938 -2.148 0.036
47 C 3.587 -2.421 -0.054
48 C 0.965 -4.038 -1.306
49 C -0.228 -4.528 -0.794
50 C -0.457 -5.896 -0.810
51 C 0.491 -6.756 -1.342
52 C 1.677 -6.251 -1.858
53 C 1.923 -4.888 -1.842
54 H 0.721 -2.119 0.737
55 H 2.997 -1.161 -3.153
56 H 5.428 -0.708 -2.993
57 H 6.651 -1.317 -0.943
58 H 5.479 -2.386 0.941
59 H 3.062 -2.877 0.776
60 H -0.961 -3.843 -0.389
61 H -1.380 -6.287 -0.405
62 H 0.308 -7.822 -1.353
63 H 2.419 -6.923 -2.268
64 H 2.853 -4.495 -2.229
65 O 3.048 1.095 -0.772
66 S 3.037 1.716 0.565
67 O 4.304 2.170 1.055
68 O 1.930 2.676 0.641
69 S 2.289 0.083 1.707

Record 3
# C31H27NO4S2Sn

C31H27NO4S2Sn as an isolated structure at a distorted geometry (ωB97M-V/def2-TZVPD, the Open Molecules 2025 dataset).

Calculated values
Highest occupied orbital energy   -7.664 eV
Largest force on an atom   1.5 eV/Å
2S+1   1
LUMO   -0.28 eV
Kohn-Sham gap   7.4 eV

Geometry (Å):
1 Sn -0.627 -0.307 -0.317
2 C -3.132 -0.329 1.937
3 C -1.906 -0.554 2.754
4 C -2.001 -0.787 4.136
5 C -0.861 -0.979 4.863
6 C 0.395 -0.957 4.223
7 C 1.603 -1.142 4.918
8 C 2.789 -1.110 4.232
9 C 2.806 -0.927 2.850
10 C 1.645 -0.762 2.122
11 S 1.799 -0.634 0.380
12 C 0.404 -0.743 2.813
13 N -0.742 -0.529 2.140
14 H -4.029 -0.341 2.550
15 H -3.201 -1.116 1.181
16 H -3.067 0.635 1.428
17 H -2.973 -0.798 4.604
18 H -0.910 -1.147 5.929
19 H 1.582 -1.299 5.986
20 H 3.724 -1.234 4.755
21 H 3.745 -0.914 2.320
22 O 0.081 2.127 0.296
23 C -0.619 3.122 -0.461
24 C -1.278 2.456 -1.745
25 O -2.109 3.074 -2.370
26 O -0.843 1.294 -2.005
27 C 0.358 4.180 -0.927
28 C 0.883 4.161 -2.212
29 C 1.735 5.168 -2.634
30 C 2.090 6.187 -1.767
31 C 1.617 6.179 -0.465
32 C 0.761 5.178 -0.046
33 C -1.722 3.700 0.381
34 C -2.469 4.760 -0.123
35 C -3.546 5.251 0.589
36 C -3.900 4.692 1.807
37 C -3.137 3.661 2.327
38 C -2.054 3.168 1.621
39 H 1.007 2.152 0.024
40 H 0.610 3.372 -2.894
41 H 2.116 5.160 -3.644
42 H 2.732 6.987 -2.105
43 H 1.911 6.958 0.222
44 H 0.382 5.170 0.966
45 H -2.209 5.184 -1.080
46 H -4.118 6.070 0.180
47 H -4.764 5.058 2.344
48 H -3.389 3.233 3.287
49 H -1.447 2.378 2.042
50 C -0.532 -5.208 -1.255
51 S 0.220 -3.696 -0.522
52 O -0.941 -2.915 -0.020
53 C 0.608 -2.955 -2.127
54 C 1.919 -2.880 -2.563
55 C 2.184 -2.289 -3.787
56 C 1.151 -1.775 -4.554
57 C -0.157 -1.848 -4.105
58 C -0.429 -2.442 -2.885
59 H -1.298 -4.936 -1.973
60 H -0.965 -5.791 -0.450
61 H 0.260 -5.770 -1.735
62 H 2.723 -3.259 -1.952
63 H 3.202 -2.223 -4.137
64 H 1.369 -1.308 -5.502
65 H -0.963 -1.446 -4.696
66 H -1.445 -2.512 -2.518

Record 4
# C31H28BN5O3Pt

C31H28BN5O3Pt as an isolated structure (ωB97M-V/def2-TZVPD, the Open Molecules 2025 dataset).

Calculated values
Highest occupied orbital energy   -8.291 eV
Largest force on an atom   0.5 eV/Å
2S+1   1
LUMO   -0.66 eV
Kohn-Sham gap   7.6 eV

Geometry (Å):
1 Pt 0.416 -0.538 0.413
2 C -8.670 -11.175 -0.262
3 O -7.509 -10.906 -1.031
4 C -6.822 -9.772 -0.760
5 C -5.690 -9.542 -1.543
6 C -4.926 -8.415 -1.344
7 C -5.267 -7.484 -0.359
8 C -6.394 -7.722 0.413
9 C -7.175 -8.856 0.223
10 C -4.425 -6.297 -0.179
11 N -3.336 -6.033 -0.862
12 C -2.879 -4.838 -0.365
13 C -3.690 -4.376 0.630
14 N -4.686 -5.315 0.742
15 C -3.448 -3.155 1.321
16 C -4.268 -2.662 2.344
17 C -3.944 -1.485 2.960
18 C -2.801 -0.809 2.523
19 N -2.029 -1.248 1.558
20 C -2.308 -2.406 0.952
21 C -1.426 -2.891 -0.117
22 N -0.324 -2.191 -0.496
23 C 0.416 -2.621 -1.517
24 C 0.157 -3.799 -2.205
25 C -0.918 -4.552 -1.822
26 C -1.724 -4.099 -0.776
27 H -9.067 -12.114 -0.633
28 H -9.420 -10.390 -0.389
29 H -8.428 -11.279 0.798
30 H -5.433 -10.267 -2.304
31 H -4.047 -8.233 -1.949
32 H -6.695 -7.029 1.190
33 H -8.046 -9.009 0.844
34 H -5.467 -5.290 1.373
35 H -5.149 -3.215 2.650
36 H -4.553 -1.079 3.756
37 H -2.508 0.130 2.980
38 H 1.247 -1.988 -1.791
39 H 0.801 -4.088 -3.024
40 H -1.175 -5.483 -2.311
41 B -1.929 1.634 -3.003
42 C -1.062 0.996 -1.860
43 N -0.444 0.513 -1.016
44 H -2.516 2.578 -2.517
45 H -2.693 0.759 -3.366
46 H -1.168 1.969 -3.888
47 C 5.308 -0.208 7.018
48 C 4.422 -0.239 5.801
49 C 3.433 0.713 5.609
50 C 2.605 0.699 4.492
51 C 1.556 1.774 4.352
52 C 2.771 -0.328 3.551
53 C 3.758 -1.312 3.725
54 C 3.985 -2.427 2.734
55 C 4.572 -1.239 4.845
56 C 1.898 -0.371 2.357
57 O 1.551 0.676 1.739
58 O 1.453 -1.479 1.885
59 H 5.210 0.735 7.556
60 H 6.355 -0.340 6.744
61 H 5.046 -1.016 7.705
62 H 3.301 1.497 6.347
63 H 1.443 2.309 5.294
64 H 0.588 1.363 4.066
65 H 1.831 2.489 3.576
66 H 4.001 -2.060 1.708
67 H 3.190 -3.171 2.791
68 H 4.935 -2.918 2.939
69 H 5.351 -1.984 4.975

What is the formula in the second record? C31H27N2O4PPtS3